[1]
ORCA calculation (the ωB97M-V functional and the def2-TZVPD basis) on one molecule with the formula C15H26N2O2.

The structure (SMILES) is CCCCNC(=O)[C@@H]1CC(=O)N(C2CCCCC2)C1. Its HOMO energy is -0.3298 Ha.

The geometry in ORCA input format:
```
! wB97M-V def2-TZVPD RIJCOSX def2/J DEFGRID3
* xyz 0 1
C -5.331 2.975 0.353
C -3.873 2.931 -0.085
C -3.707 3.373 -1.538
C -2.243 3.378 -1.978
N -1.657 2.058 -1.929
C -0.661 1.726 -1.080
O -0.111 2.524 -0.352
C -0.307 0.242 -1.117
H -0.278 -0.102 -2.154
C -1.316 -0.590 -0.315
C -0.475 -1.698 0.313
O -0.896 -2.714 0.821
N 0.819 -1.338 0.214
C 1.025 -0.055 -0.418
H 1.226 0.729 0.324
H 1.859 -0.094 -1.121
C 1.891 -2.129 0.780
C 2.825 -2.682 -0.300
C 3.871 -3.590 0.339
C 4.672 -2.825 1.389
C 3.743 -2.248 2.454
C 2.695 -1.341 1.815
H 2.022 -0.947 2.579
H 3.192 -0.498 1.330
H 4.322 -1.683 3.187
H 3.242 -3.064 2.979
H 5.403 -3.489 1.855
H 5.219 -2.011 0.907
H 4.542 -3.979 -0.430
H 3.372 -4.439 0.811
H 2.241 -3.238 -1.037
H 3.327 -1.858 -0.812
H 1.388 -2.968 1.275
H -1.750 -0.006 0.500
H -2.126 -1.005 -0.912
H -2.110 1.336 -2.467
H -2.161 3.770 -2.998
H -1.646 4.003 -1.309
H -4.106 4.381 -1.660
H -4.279 2.707 -2.190
H -3.492 1.915 0.031
H -3.277 3.582 0.556
H -5.428 2.655 1.387
H -5.938 2.319 -0.268
H -5.725 3.986 0.269
*
```

[2]
ORCA calculation (the ωB97M-V functional and the def2-TZVPD basis) on one molecule with the formula C5H5NOS in a non-equilibrium geometry.

The structure (SMILES) is C#C/C(=N/O)SC=C. Its HOMO energy is -0.3317 Ha.

The geometry in ORCA input format:
```
! wB97M-V def2-TZVPD RIJCOSX def2/J DEFGRID3
* xyz 0 1
C -1.181 -0.289 0.182
C 1.420 0.098 -0.085
C 2.717 -0.092 -0.309
C -1.671 1.036 0.148
C -1.924 2.211 0.171
H -0.872 -2.577 0.244
H 1.064 1.139 -0.336
H 3.146 -0.986 0.104
H 3.348 0.706 -0.752
H -2.454 3.207 0.282
N -2.045 -1.147 -0.271
O -1.818 -2.422 -0.202
S 0.269 -0.885 0.824
*
```

[3]
ORCA calculation (the ωB97M-V functional and the def2-TZVPD basis) on C23H31N9O2S2Zn as an isolated structure in a non-equilibrium geometry.

Its HOMO energy is -0.4696 Ha.

The geometry in ORCA input format:
```
! wB97M-V def2-TZVPD RIJCOSX def2/J DEFGRID3
* xyz 2 1
Zn -0.177 -1.311 -0.772
N -1.547 1.459 2.458
C -2.362 2.583 1.944
C -1.469 3.769 1.536
C -0.617 3.462 0.298
N 0.323 2.344 0.611
C -1.521 3.093 -0.891
C -2.490 1.936 -0.602
N -1.877 0.569 -0.741
C -3.204 2.151 0.745
H -1.156 1.702 3.364
H -0.199 1.697 1.291
H -2.129 0.639 2.601
H -3.053 2.924 2.719
H -0.832 4.071 2.372
H -2.119 4.615 1.309
H -0.023 4.338 0.033
H 1.175 2.680 1.057
H 0.595 1.830 -0.238
H -0.917 2.872 -1.775
H -2.126 3.971 -1.120
H -3.282 1.988 -1.355
H -1.801 0.414 -1.745
H -2.603 -0.063 -0.415
H -3.776 1.253 1.000
H -3.931 2.949 0.581
N 6.242 3.300 0.485
C 5.358 2.454 -0.091
C 4.307 2.940 -0.893
C 3.376 2.076 -1.429
C 3.469 0.714 -1.163
C 4.516 0.205 -0.393
C 5.451 1.065 0.129
S 2.219 -0.415 -1.641
O 2.636 -1.433 -2.551
O 1.021 0.347 -2.073
N 1.658 -1.104 -0.224
C 1.979 -2.472 -0.157
N 3.223 -2.884 0.012
C 3.424 -4.199 -0.002
C 2.393 -5.110 -0.182
C 1.128 -4.586 -0.352
N 0.912 -3.268 -0.342
H 6.261 4.271 0.229
H 7.044 2.937 0.967
H 4.251 4.000 -1.104
H 2.598 2.448 -2.086
H 4.570 -0.860 -0.209
H 6.271 0.684 0.724
H 4.450 -4.519 0.134
H 2.573 -6.174 -0.201
H 0.262 -5.219 -0.504
N -1.990 -2.789 -3.413
C -2.509 -2.801 -2.181
N -1.913 -2.275 -1.132
C -2.680 -2.429 0.027
C -2.314 -2.020 1.307
C -3.200 -2.227 2.350
C -4.434 -2.835 2.128
C -4.804 -3.257 0.862
C -3.913 -3.051 -0.180
S -4.078 -3.484 -1.868
H -1.044 -2.480 -3.563
H -2.465 -3.251 -4.170
H -1.337 -1.572 1.476
H -2.929 -1.931 3.355
H -5.107 -2.991 2.960
H -5.758 -3.738 0.692
*
```

[4]
ORCA calculation (the ωB97M-V functional and the def2-TZVPD basis) on a 2-piece molecular cluster, C5H6O3 overall in a non-equilibrium geometry.

Its HOMO energy is -0.2974 Ha.

The geometry in ORCA input format:
```
! wB97M-V def2-TZVPD RIJCOSX def2/J DEFGRID3
* xyz 0 1
C 2.315 1.616 -0.994
C 1.253 1.764 -0.483
C 0.109 -0.547 -0.084
C -1.716 -2.089 -0.090
C 0.134 1.602 0.228
O 1.096 -1.211 -0.147
O 0.099 1.730 1.559
O -1.206 -0.781 -0.115
H 3.177 1.191 -1.513
H -1.870 -2.246 1.010
H -0.929 -2.820 -0.353
H -2.657 -2.023 -0.692
H -0.848 2.029 -0.129
H 1.042 1.784 1.802
*
```

[5]
ORCA calculation (the ωB97M-V functional and the def2-TZVPD basis) on a 2-piece molecular cluster, C4H9NO overall in a non-equilibrium geometry.

Its HOMO energy (alpha / beta) is -0.5478 / -0.5391 Ha. The expectation value of S² is 1.511.

The geometry in ORCA input format:
```
! wB97M-V def2-TZVPD RIJCOSX def2/J DEFGRID3
* xyz 1 2
N 0.447 1.648 0.689
C -0.093 0.912 -0.339
C 0.451 0.295 -1.877
C 0.508 -0.419 -0.634
C -0.635 -1.529 -0.915
H 0.322 1.283 1.654
H 0.077 2.597 0.656
H -1.191 0.831 -0.307
H 1.299 0.731 -2.381
H -0.221 -2.307 -1.555
H -0.991 -2.026 -0.017
H -1.401 -0.914 -1.386
H 0.023 -0.385 3.674
H 1.365 -0.673 -0.014
O 0.040 -0.045 2.752
*
```

[6]
ORCA calculation (the ωB97M-V functional and the def2-TZVPD basis) on C41H37F5P2SSn as an isolated structure in a non-equilibrium geometry.

Its HOMO energy (alpha / beta) is -0.2084 / -0.2083 Ha.

The geometry in ORCA input format:
```
! wB97M-V def2-TZVPD RIJCOSX def2/J DEFGRID3
* xyz 0 1
Sn 0.127 0.972 -1.009
C -1.990 1.045 -3.313
C -1.839 -0.266 -3.116
C -1.003 -1.208 -3.899
C 0.367 -0.690 -4.308
C 1.071 0.241 -3.358
C 0.812 1.601 -3.035
C -0.002 2.399 -4.024
C -1.409 1.939 -4.351
C 0.613 0.090 1.193
H -2.765 1.543 -2.716
H -2.588 -0.758 -2.490
H -1.555 -1.573 -4.784
H -0.855 -2.094 -3.281
H 0.995 -1.615 -4.418
H 0.327 -0.337 -5.364
H 2.049 -0.169 -3.109
H 1.602 2.281 -2.605
H 0.590 2.546 -4.953
H -0.067 3.388 -3.580
H -2.021 2.861 -4.388
H -1.451 1.563 -5.390
H 0.821 0.997 1.773
H 1.492 -0.585 1.278
H -0.242 -0.448 1.684
P -1.377 -0.984 0.029
P 2.839 -0.488 -0.940
C 0.063 -1.788 -0.861
C 1.470 -1.722 -0.947
C -2.419 -2.400 0.375
C -2.776 -3.386 -0.572
C -3.617 -4.450 -0.190
C -4.055 -4.549 1.142
C -3.673 -3.592 2.105
C -2.856 -2.518 1.706
C -2.765 0.474 -0.221
C -2.510 1.863 -0.304
C -3.543 2.799 -0.460
C -4.857 2.359 -0.636
C -5.120 0.988 -0.604
C -4.106 0.067 -0.342
C 3.955 -1.191 0.250
C 3.635 -2.457 0.792
C 4.651 -3.228 1.316
C 5.958 -2.744 1.350
C 6.249 -1.455 0.893
C 5.263 -0.663 0.334
C 3.349 1.334 -0.883
C 3.075 2.112 0.265
C 3.021 3.500 0.170
C 3.547 4.132 -0.967
C 4.130 3.361 -1.978
C 4.051 1.975 -1.945
H -0.330 -2.741 -1.231
H 1.933 -2.730 -1.081
H -2.409 -3.343 -1.596
H -3.926 -5.218 -0.907
H -4.694 -5.386 1.458
H -3.982 -3.677 3.149
H -2.552 -1.761 2.427
H -1.499 2.319 -0.252
H -3.282 3.864 -0.475
H -5.634 3.107 -0.783
H -6.144 0.654 -0.770
H -4.396 -0.980 -0.198
H 2.596 -2.817 0.790
H 4.410 -4.217 1.694
H 6.752 -3.390 1.693
H 7.249 -1.054 0.957
H 5.469 0.353 -0.031
H 2.903 1.612 1.222
H 2.536 4.078 0.973
H 3.503 5.210 -1.032
H 4.604 3.863 -2.838
H 4.494 1.393 -2.768
F -0.120 0.157 8.562
C -0.594 0.478 7.351
C -0.516 1.797 6.900
F 0.020 2.737 7.699
C -0.959 2.130 5.624
F -0.835 3.398 5.196
C -1.515 1.174 4.730
S -2.087 1.533 3.215
C -1.528 -0.161 5.227
F -1.934 -1.154 4.402
C -1.093 -0.505 6.491
F -1.097 -1.798 6.885
*
```

[7]
ORCA calculation (the ωB97M-V functional and the def2-TZVPD basis) on a 2-piece molecular cluster, C2HO3PS overall in a non-equilibrium geometry.

Its HOMO energy is -0.0192 Ha.

The geometry in ORCA input format:
```
! wB97M-V def2-TZVPD RIJCOSX def2/J DEFGRID3
* xyz -2 1
C 2.028 -0.402 0.218
C 0.825 -0.567 0.013
O 4.756 -0.442 -1.378
O 5.133 -1.031 1.107
O 4.446 1.398 0.280
P 4.625 -0.048 0.042
S -0.846 -1.098 -0.247
H -0.367 -2.406 -0.086
*
```

[8]
ORCA calculation (the ωB97M-V functional and the def2-TZVPD basis) on one molecule with the formula C3H5ClNOP in a non-equilibrium geometry.

The structure (SMILES) is CCOP(Cl)C#N. Its HOMO energy is -0.3692 Ha.

The geometry in ORCA input format:
```
! wB97M-V def2-TZVPD RIJCOSX def2/J DEFGRID3
* xyz 0 1
C -1.915 -1.340 -0.280
C 1.601 -0.316 0.218
C 0.773 0.924 -0.109
N -1.724 -2.417 0.060
O -0.490 0.875 0.446
P -2.117 0.353 -0.819
Cl -3.527 0.880 0.443
H 2.644 -0.141 -0.032
H 1.521 -0.532 1.282
H 1.241 -1.179 -0.336
H 0.738 1.078 -1.196
H 1.255 1.815 0.322
*
```

[9]
ORCA calculation (the ωB97M-V functional and the def2-TZVPD basis) on a 5-piece molecular cluster, C37H79N4O4 overall in a non-equilibrium geometry.

Its HOMO energy is -0.5606 Ha.

The geometry in ORCA input format:
```
! wB97M-V def2-TZVPD RIJCOSX def2/J DEFGRID3
* xyz 3 1
O -0.995 0.316 1.409
C -0.847 0.761 0.216
O 0.278 1.164 -0.095
O -1.870 1.025 -0.436
H -0.042 0.404 1.472
C 0.653 3.038 5.152
C 0.404 2.083 3.924
C 1.610 1.365 3.241
C 2.769 2.285 2.800
N 4.063 1.559 2.289
C 4.858 2.369 1.259
C 5.652 1.385 0.367
C 4.730 0.125 0.440
C 3.606 0.320 1.449
C 4.967 1.086 3.437
H 1.224 3.966 5.112
H 0.969 2.561 6.079
H -0.340 3.415 5.397
H -0.188 2.548 3.136
H -0.213 1.266 4.300
H 1.314 0.617 2.505
H 2.033 0.738 4.026
H 3.061 2.970 3.596
H 2.420 2.949 2.009
H 5.559 3.023 1.778
H 4.059 2.864 0.707
H 6.682 1.180 0.659
H 5.706 1.887 -0.599
H 5.226 -0.836 0.578
H 4.270 -0.092 -0.525
H 3.300 -0.478 2.125
H 2.735 0.596 0.854
H 5.616 0.279 3.096
H 4.253 0.692 4.160
H 5.567 1.915 3.812
C -0.218 -6.418 -2.626
C -0.019 -5.024 -3.333
C 0.104 -3.889 -2.277
C 1.487 -3.911 -1.523
N 1.443 -3.541 -0.024
C 0.948 -4.751 0.901
C 0.260 -4.093 2.054
C -0.239 -2.701 1.618
C 0.584 -2.348 0.402
C 2.906 -3.212 0.380
H -1.198 -6.533 -2.164
H 0.628 -6.713 -2.006
H -0.194 -7.224 -3.359
H -0.943 -4.799 -3.867
H 0.812 -5.077 -4.036
H -0.689 -3.896 -1.529
H -0.067 -2.950 -2.803
H 2.141 -3.168 -1.981
H 2.073 -4.829 -1.561
H 1.706 -5.493 1.154
H 0.195 -5.234 0.277
H 0.986 -3.906 2.845
H -0.486 -4.722 2.540
H 0.071 -1.965 2.360
H -1.251 -2.618 1.222
H 1.234 -1.490 0.579
H 0.034 -1.926 -0.438
H 3.392 -2.451 -0.230
H 3.486 -4.129 0.281
H 2.806 -2.797 1.383
C -3.334 0.141 3.490
C -4.808 -0.158 3.374
C -5.151 -0.975 2.145
C -5.099 -0.266 0.754
N -5.513 -0.990 -0.575
C -5.158 -0.296 -1.934
C -3.886 -0.916 -2.524
C -3.427 -1.868 -1.415
C -4.742 -2.358 -0.736
C -7.017 -1.251 -0.546
H -3.184 1.060 2.924
H -2.799 -0.656 2.974
H -3.111 0.226 4.554
H -5.450 0.701 3.567
H -5.010 -0.831 4.207
H -6.198 -1.270 2.215
H -4.469 -1.821 2.065
H -4.070 0.046 0.573
H -5.598 0.703 0.723
H -6.003 -0.317 -2.622
H -5.047 0.746 -1.632
H -4.103 -1.450 -3.450
H -3.089 -0.239 -2.831
H -2.950 -2.780 -1.775
H -2.702 -1.449 -0.717
H -5.192 -3.206 -1.253
H -4.532 -2.671 0.287
H -7.207 -1.701 -1.521
H -7.531 -0.305 -0.377
H -7.285 -1.968 0.230
C 0.825 2.917 -4.755
C 0.810 2.240 -3.395
C 2.216 2.048 -2.790
C 2.965 3.331 -2.226
C 2.099 3.971 -1.112
C 0.636 4.395 -1.665
N 0.066 3.125 -2.345
O -1.320 3.115 -2.476
C 0.660 5.532 -2.736
C -0.295 4.730 -0.456
C 0.224 0.766 -3.474
H 1.505 3.744 -4.955
H -0.208 3.096 -5.053
H 1.223 2.155 -5.426
H 2.770 1.626 -3.629
H 2.251 1.208 -2.095
H 3.143 4.066 -3.011
H 3.943 3.021 -1.860
H 2.568 4.903 -0.798
H 2.103 3.347 -0.218
H 1.493 5.540 -3.438
H 0.678 6.528 -2.294
H -0.272 5.596 -3.299
H -1.320 5.003 -0.705
H 0.024 5.588 0.137
H -0.441 3.901 0.236
H -0.788 0.655 -3.863
H 0.160 0.387 -2.454
H 0.860 0.046 -3.988
*
```

[10]
ORCA calculation (the ωB97M-V functional and the def2-TZVPD basis) on C9H8I2O3 as an isolated structure in a non-equilibrium geometry.

Its HOMO energy is -0.3478 Ha.

The geometry in ORCA input format:
```
! wB97M-V def2-TZVPD RIJCOSX def2/J DEFGRID3
* xyz 0 1
C -1.044 0.922 0.927
C -1.309 -0.266 0.339
C 1.055 1.502 -0.946
C 1.492 -0.603 -1.663
C 0.362 1.063 1.374
C -0.377 -1.384 0.166
C 1.375 0.745 0.261
C 1.435 -0.648 -0.212
C -2.695 -0.634 -0.232
O 0.682 2.618 -1.094
O 1.717 -1.455 -2.460
O 1.128 0.692 -2.025
I 3.470 1.421 0.705
I 2.629 -2.143 0.602
H -1.633 1.822 0.906
H 0.443 2.011 1.794
H 0.543 0.495 2.391
H 0.025 -1.881 1.012
H -0.379 -1.957 -0.671
H -2.710 -0.350 -1.271
H -3.467 -0.260 0.367
H -2.741 -1.710 -0.269
*
```

[11]
ORCA calculation (the ωB97M-V functional and the def2-TZVPD basis) on a 3-piece molecular cluster, C3H11NO3 overall in a non-equilibrium geometry.

The structure (SMILES) is CNCC=O.O.O. Its HOMO energy is -0.3171 Ha.

The geometry in ORCA input format:
```
! wB97M-V def2-TZVPD RIJCOSX def2/J DEFGRID3
* xyz 0 1
C 2.050 0.348 -0.053
N 0.575 0.451 -0.372
C 0.170 -0.557 -1.403
C -1.204 -1.007 -1.307
O -2.213 -0.258 -1.439
H 2.333 -0.607 0.327
H 2.500 0.432 -1.101
H 2.536 1.104 0.610
H -0.333 0.979 -0.085
H 0.837 -1.377 -1.440
H 0.334 -0.003 -2.367
H -1.319 -2.066 -0.961
H -0.345 -1.106 2.727
H 0.069 -0.670 1.231
O -0.137 -1.496 1.804
H -2.128 2.514 1.751
H -2.230 1.342 0.868
O -1.496 1.978 1.212
*
```

[12]
ORCA calculation (the ωB97M-V functional and the def2-TZVPD basis) on a 2-piece molecular cluster, C4H5NO overall.

Its HOMO energy is -0.3407 Ha.

The geometry in ORCA input format:
```
! wB97M-V def2-TZVPD RIJCOSX def2/J DEFGRID3
* xyz 0 1
C 0.266 -1.409 -0.467
C -0.695 -0.435 -0.201
C -0.685 0.368 0.986
C 0.023 1.439 0.523
N 0.320 1.315 -0.826
O -0.720 0.418 -1.269
H 1.034 -0.012 -0.673
H 0.614 -2.065 0.328
H 0.352 -1.789 -1.483
H -0.887 0.071 2.005
H 0.485 2.246 1.081
*
```

[13]
ORCA calculation (the ωB97M-V functional and the def2-TZVPD basis) on a 5-piece molecular cluster, C17H27NO10 overall in a non-equilibrium geometry.

Its HOMO energy (alpha / beta) is -0.4406 / -0.4406 Ha. The expectation value of S² is 0.756.

The geometry in ORCA input format:
```
! wB97M-V def2-TZVPD RIJCOSX def2/J DEFGRID3
* xyz 1 2
C -20.642 10.808 5.325
N -20.112 12.169 5.295
O -20.489 12.920 4.446
O -19.320 12.427 6.204
H -19.766 10.166 5.408
H -21.090 10.588 4.355
H -21.233 10.632 6.224
O -24.050 18.545 2.545
C -23.451 17.431 2.504
O -22.590 17.076 1.553
C -21.973 15.751 1.740
C -22.338 15.437 3.164
C -23.554 16.330 3.467
H -20.910 15.979 1.664
H -22.321 14.987 1.045
H -21.535 15.624 3.877
H -22.517 14.365 3.247
H -23.494 16.687 4.495
H -24.414 15.701 3.241
O -15.726 17.121 7.089
C -16.157 16.267 6.321
O -16.736 16.522 5.148
C -17.152 15.400 4.379
C -16.355 14.243 5.146
C -16.227 14.777 6.537
H -16.832 15.416 3.337
H -18.227 15.231 4.436
H -15.349 14.154 4.737
H -16.837 13.275 5.009
H -15.374 14.417 7.113
H -17.084 14.696 7.205
O -22.345 10.577 8.972
C -22.051 11.785 8.890
O -20.856 12.223 9.272
C -20.608 13.604 9.157
C -22.083 14.020 9.202
C -22.848 12.981 8.376
H -20.115 13.846 8.215
H -20.054 13.927 10.038
H -22.322 15.054 8.954
H -22.434 13.906 10.228
H -22.666 13.110 7.310
H -23.897 12.743 8.553
O -18.454 9.191 2.702
C -17.332 8.914 3.183
O -16.650 7.824 2.715
C -15.380 7.702 3.402
C -15.716 8.404 4.694
C -16.618 9.529 4.321
H -14.641 8.067 2.689
H -15.211 6.632 3.525
H -14.800 8.734 5.184
H -16.139 7.683 5.394
H -15.963 10.279 3.877
H -17.310 9.849 5.101
*
```